Arrangement 1

Below is an isolated molecule of C10H10OS, with properties calculated with the ωB97M-V functional and the def2-TZVPD basis.

The calculation puts the gap between HOMO and LUMO (alpha / beta) at 7.62 / 7.62 eV. As for the highest occupied orbital energy (alpha / beta): -7.31 / -7.31 eV.

Geometry (Å):
C 2.77662 -1.59492 -0.25884
C 3.47139 -0.54053 0.19746
C 1.40303 -1.59881 -0.43048
C 2.81167 0.65530 0.40807
C 0.71315 -0.38814 -0.28481
C 1.43329 0.71928 0.29215
C -0.69659 1.63731 -1.55438
C -0.64300 1.56157 -0.04468
C -0.63012 -0.02519 -0.31825
C -2.70243 -0.59300 1.14977
O 0.67062 1.78616 0.41740
S -1.93625 -1.05966 -0.34759
H 3.37408 -2.52764 -0.57178
H 4.51766 -0.55843 0.34580
H 0.77482 -2.41735 -0.89757
H 3.19625 1.50905 0.91103
H -1.68102 1.47075 -2.03490
H 0.23569 1.79161 -2.11679
H -1.38402 1.91529 0.51826
H -3.47876 -1.35100 1.42711
H -3.14011 0.44000 1.04676
H -2.02937 -0.14751 1.92270

Arrangement 2

Below is an isolated molecule of C10H10OS, with properties calculated with the ωB97M-V functional and the def2-TZVPD basis.

The calculation puts the gap between HOMO and LUMO at 9.48 eV. As for the highest occupied orbital energy: -8.61 eV.

Geometry (Å):
C -2.20093 -1.42206 0.56036
C -3.01994 -0.38652 0.04163
C -0.82092 -1.25459 0.67934
C -2.49041 0.85774 -0.35941
C -0.32868 0.03217 0.36710
C -1.11201 1.04468 -0.09586
C 1.22229 1.77585 1.41403
C 0.98842 1.93828 -0.06804
C 1.10648 0.57229 0.51545
C 1.94602 -1.40867 -1.02348
O -0.36550 2.16314 -0.45485
S 2.44066 -0.53845 0.48853
H -2.79061 -2.31638 0.71421
H -4.01761 -0.56544 -0.07852
H -0.06478 -2.00547 0.98607
H -3.07038 1.69589 -0.69707
H 2.33106 2.01844 1.81076
H 0.50896 1.87197 2.29638
H 1.68775 2.56522 -0.55462
H 2.54658 -1.17125 -1.95348
H 0.99373 -0.88239 -1.14395
H 1.84686 -2.52361 -0.98306

Arrangement 3

Below is a cluster of 2 separate species, C10H10OS in total, with properties calculated with the ωB97M-V functional and the def2-TZVPD basis.

The calculation puts the gap between HOMO and LUMO at 8.23 eV. As for the highest occupied orbital energy: -8.44 eV.

Geometry (Å):
C 2.41230 -0.37799 0.28121
C 1.60286 0.13996 1.00597
C -2.02869 -0.15886 -1.53694
C -2.55598 -1.11214 -0.67219
C -1.11015 0.79694 -1.14945
C -2.24279 -1.01827 0.70570
C -0.80140 0.91179 0.22808
C -1.39755 -0.00560 1.16227
C 3.33619 -1.12092 -0.58413
C 0.23790 1.69543 0.87459
O -1.03203 0.08218 2.43118
S 1.17755 2.86852 -0.10481
H -2.16045 -0.14466 -2.55234
H -3.14404 -1.90479 -1.07354
H -0.64647 1.31782 -2.02093
H -2.75295 -1.67654 1.32822
H 2.69376 -1.67396 -1.30060
H 3.92057 -0.31442 -1.11404
H 3.96055 -1.82479 0.15616
H 0.13118 2.13308 1.79176
H -1.53969 -0.56571 3.00231
H 1.93932 1.95293 -0.85851

Which one sits at the bottom of the stability order? arrangement 3 does.

Arrangement 1

Below is a cluster of 2 separate species, C7H11NO3S in total, with properties calculated with the ωB97M-V functional and the def2-TZVPD basis.

The calculation puts the gap between HOMO and LUMO at 10.07 eV. As for the highest occupied orbital energy: -9.98 eV.

Geometry (Å):
C 0.42242 1.65192 -0.19276
C 0.15374 1.62880 2.71140
C 1.21696 0.80767 1.98822
C -1.82230 -0.52114 -1.53448
C 2.23285 0.12539 -2.05819
C -1.07404 -1.08951 -0.36908
C 1.33247 0.94581 0.65876
N -0.34106 2.04687 -0.95275
O 3.17159 -0.93356 0.22771
O 3.71245 1.36229 -0.44216
O 0.10574 -0.82822 -0.20368
S 2.77154 0.30628 -0.31952
H 0.61262 2.47609 3.17383
H -0.67405 1.95002 2.08181
H 2.04354 0.40984 2.52148
H -1.40925 0.49483 -1.65961
H -1.86565 -1.12177 -2.50358
H -2.76672 -0.32711 -1.17183
H 3.07819 0.50719 -2.59101
H 2.07100 -0.88106 -2.42377
H 1.30658 0.69694 -2.13361
H -1.57910 -1.61014 0.40345
H -0.09176 0.94643 3.50775

Arrangement 2

Below is a cluster of 2 separate species, C7H11NO3S in total, with properties calculated with the ωB97M-V functional and the def2-TZVPD basis.

The calculation puts the gap between HOMO and LUMO at 8.55 eV. As for the highest occupied orbital energy: -8.00 eV.

Geometry (Å):
C -3.73226 -1.12883 -2.52017
C -3.22848 -0.53690 -1.45064
C 2.15949 1.59017 1.04700
C 2.99407 1.19119 2.04423
C -0.22522 -2.43794 -0.52458
C 2.56682 2.71643 0.15994
C -1.98284 -0.71898 -0.66622
N -1.47010 -2.12331 -0.79615
O 0.52257 -2.79122 0.34097
O 0.95782 -0.42011 2.96970
O -0.42785 -2.33175 -1.86394
S 2.45816 0.02626 3.32622
H -4.60966 -0.76917 -2.99235
H -3.16424 -1.93186 -2.82219
H -3.89900 0.12996 -0.97082
H 1.34563 1.05379 0.80575
H 4.02774 1.61685 2.19038
H 1.92082 2.56713 -0.74090
H 2.26231 3.60150 0.54278
H 3.62387 2.86172 -0.12760
H -2.05236 -0.73183 0.38829
H -1.21567 -0.09112 -0.99899
H 1.16838 -1.34198 2.65930

Which one sits at the bottom of the stability order? arrangement 2 does.

Arrangement 1

Below is a cluster of 2 separate species, C5H14 in total, with properties calculated with the ωB97M-V functional and the def2-TZVPD basis.

The calculation puts the gap between HOMO and LUMO at 12.45 eV. As for the highest occupied orbital energy: -11.30 eV.

Geometry (Å):
C -0.36012 -1.40208 -0.30844
C 0.71319 -1.06972 -1.35042
C -0.47274 -2.89328 0.01408
H -1.33010 -1.03284 -0.64065
H -0.16357 -0.83259 0.59928
H 0.34227 -1.24639 -2.35399
H 1.06444 -0.04007 -1.25128
H -1.22219 -3.39361 -0.60259
H 1.58510 -1.69965 -1.17597
H -0.85002 -3.03167 1.02687
H 0.47970 -3.40125 -0.07900
C -0.38899 3.09496 0.42355
C 0.45861 2.10990 1.21422
H -1.01051 2.56620 -0.29960
H -1.01927 3.70352 1.06865
H 0.24725 3.80647 -0.11193
H -0.16463 1.39978 1.75958
H 1.09617 1.56114 0.52012
H 1.10099 2.60304 1.94111

Arrangement 2

Below is a cluster of 2 separate species, C5H14 in total, with properties calculated with the ωB97M-V functional and the def2-TZVPD basis.

The calculation puts the gap between HOMO and LUMO at 12.21 eV. As for the highest occupied orbital energy: -11.12 eV.

Geometry (Å):
C 1.02094 -0.10437 2.40011
C 1.89086 1.14541 1.91651
H 0.45367 -0.61681 1.63401
H 1.57308 -0.80064 2.91260
H 0.33522 0.44317 2.93523
H 2.94207 0.70758 1.69113
H 2.25256 1.83676 2.65818
H 1.54253 1.65916 1.00184
C -1.71200 -0.44669 -1.31503
C -0.48180 -1.19336 -0.74261
C -1.35437 0.56984 -2.42800
H -2.42222 -1.22831 -1.73667
H -2.28225 -0.00135 -0.45659
H 0.20810 -1.39648 -1.48218
H -0.30304 0.25500 -2.74755
H -1.92024 0.59410 -3.40616
H -0.76313 -2.31417 -0.64102
H 0.08971 -0.71065 0.00809
H -1.06970 1.60181 -2.20189

Arrangement 3

Below is a cluster of 2 separate species, C5H14 in total, with properties calculated with the ωB97M-V functional and the def2-TZVPD basis.

The calculation puts the gap between HOMO and LUMO at 12.26 eV. As for the highest occupied orbital energy: -11.13 eV.

Geometry (Å):
C 1.49505 -0.68795 0.42652
C 1.20882 -2.01765 -0.30931
C 2.14054 0.28432 -0.55699
H 0.65379 -0.24237 0.93395
H 2.25488 -0.95263 1.17160
H 0.60105 -1.97517 -1.20909
H 1.37299 0.71765 -1.22514
H 2.77537 1.00115 -0.04060
H 2.64139 -0.17336 -1.40894
H 2.16017 -2.53568 -0.40830
H 0.64207 -2.62274 0.41606
C -2.64178 0.91924 -0.31322
C -1.79343 1.31901 0.89798
H -2.99852 -0.11324 -0.34318
H -3.49987 1.57550 -0.42367
H -2.09169 1.03518 -1.25596
H -1.52658 2.35956 0.72059
H -0.90836 0.77139 1.18135
H -2.48588 1.33780 1.74634

Arrangement 4

Below is a cluster of 2 separate species, C5H14 in total, with properties calculated with the ωB97M-V functional and the def2-TZVPD basis.

The calculation puts the gap between HOMO and LUMO at 12.27 eV. As for the highest occupied orbital energy: -11.14 eV.

Geometry (Å):
C -1.03816 -0.08170 2.54626
C -0.51082 -1.50152 2.48688
H -1.07536 0.38058 1.56648
H -2.00212 0.07468 3.03706
H -0.39004 0.55995 3.14976
H -1.14197 -2.20073 1.94732
H -0.38660 -1.84775 3.51288
H 0.47759 -1.43637 2.04310
C 0.68341 1.16128 -1.84350
C -0.60439 0.57994 -1.23732
C 1.54905 0.04382 -2.48518
H 0.43375 1.86267 -2.63667
H 1.28684 1.68013 -1.10644
H -0.88633 -0.33356 -1.75368
H 1.00811 -0.85611 -2.75233
H 2.12251 0.45511 -3.31228
H -1.45566 1.24498 -1.21039
H -0.41344 0.40622 -0.18217
H 2.34365 -0.19163 -1.76979

Which one sits at the bottom of the stability order? arrangement 2 does.

Arrangement 1

Below is a cluster of 2 separate species, C5H14 in total, with properties calculated with the ωB97M-V functional and the def2-TZVPD basis.

The calculation puts the gap between HOMO and LUMO at 12.27 eV. As for the highest occupied orbital energy: -11.22 eV.

Geometry (Å):
C -1.55032 1.10029 -1.97975
C 0.00273 1.46376 -2.08451
C -1.92626 -0.35323 -1.70145
H -1.82968 1.66329 -1.15598
H -2.03149 1.49818 -2.93890
H 0.19685 1.81647 -3.03422
H 0.77167 0.57057 -2.24658
H -2.01612 -0.50390 -0.68486
H -2.81462 -0.61486 -2.23532
H 0.46314 2.02779 -1.23115
H -1.09108 -1.06833 -2.06092
C 1.90773 -0.28011 2.52101
C 1.14063 -1.65737 2.79814
H 1.27629 0.28226 1.77830
H 1.84602 0.22882 3.45945
H 2.86961 -0.26297 2.10155
H 0.81528 -1.72889 3.81095
H 1.73888 -2.50535 2.60632
H 0.23076 -1.67642 2.27792

Arrangement 2

Below is a cluster of 2 separate species, C5H14 in total, with properties calculated with the ωB97M-V functional and the def2-TZVPD basis.

The calculation puts the gap between HOMO and LUMO at 12.54 eV. As for the highest occupied orbital energy: -11.38 eV.

Geometry (Å):
C 1.23520 -1.89801 -1.53783
C 2.25313 -1.76764 -0.41310
H 0.63624 -0.98979 -1.49819
H 1.69735 -1.97025 -2.52005
H 0.58662 -2.73504 -1.37228
H 3.15016 -1.19775 -0.66145
H 2.63128 -2.69154 0.02111
H 1.84561 -1.23448 0.45578
C -0.71184 1.32265 0.47717
C -1.36181 2.62492 0.91521
C -1.59843 0.08779 0.63335
H 0.20094 1.08043 1.01537
H -0.39676 1.34453 -0.56143
H -1.83580 2.55136 1.89098
H -0.57088 3.37652 0.96250
H -1.53364 -0.67516 -0.15072
H -2.66929 0.32063 0.59665
H -2.10492 2.88298 0.16297
H -1.45316 -0.43214 1.58395

Which one sits at the bottom of the stability order? arrangement 1 does.

Arrangement 1

Below is a cluster of 2 separate species, C5H14 in total, with properties calculated with the ωB97M-V functional and the def2-TZVPD basis.

The calculation puts the gap between HOMO and LUMO at 12.36 eV. As for the highest occupied orbital energy: -11.20 eV.

Geometry (Å):
C 1.96871 1.55662 0.93761
C 2.66537 0.51027 0.05633
H 1.86463 2.49285 0.38895
H 1.00364 1.21136 1.30468
H 2.51344 1.79840 1.85197
H 2.04394 -0.38067 -0.00238
H 3.03325 0.82964 -0.91166
H 3.54420 0.15894 0.60970
C -1.46122 -0.19158 -0.39998
C -0.60420 -1.41424 -0.70393
C -2.91218 -0.52530 -0.07341
H -1.07224 0.37185 0.44764
H -1.37712 0.48887 -1.24597
H 0.21404 -1.10340 -1.36019
H -3.08675 -1.41261 0.53859
H -3.34029 0.29055 0.53526
H -3.72154 -0.57019 -0.81164
H -0.12657 -1.94418 0.11716
H -1.14911 -2.16718 -1.27872

Arrangement 2

Below is a cluster of 2 separate species, C5H14 in total, with properties calculated with the ωB97M-V functional and the def2-TZVPD basis.

The calculation puts the gap between HOMO and LUMO at 12.19 eV. As for the highest occupied orbital energy: -11.16 eV.

Geometry (Å):
C 2.15358 0.01671 1.10604
C 3.04797 -0.03202 -0.08549
C 1.18995 -1.07317 1.03933
H 2.80697 -0.26915 2.00724
H 1.83831 0.99912 1.21221
H 3.84508 0.62023 -0.16440
H 2.57508 0.14390 -1.01530
H 0.59573 -0.96767 0.11009
H 1.50272 -2.07634 1.24027
H 3.59973 -0.97314 -0.10736
H 0.37448 -0.89834 1.79319
C -2.83332 1.18792 -1.30586
C -3.02417 -0.00545 -0.41126
H -3.58750 1.00065 -1.98400
H -2.80251 2.31754 -1.12273
H -1.93548 1.19606 -1.87052
H -3.92450 -0.65950 -0.61298
H -3.25268 0.12378 0.71452
H -2.16944 -0.65114 -0.54298

Arrangement 3

Below is a cluster of 2 separate species, C5H14 in total, with properties calculated with the ωB97M-V functional and the def2-TZVPD basis.

The calculation puts the gap between HOMO and LUMO at 11.99 eV. As for the highest occupied orbital energy: -11.03 eV.

Geometry (Å):
C -0.52659 -2.46254 -1.37642
C 0.70029 -1.72314 -1.88194
C -0.29481 -2.86866 0.10506
H -1.43963 -1.86062 -1.33530
H -0.87751 -3.31667 -1.98888
H 1.06585 -2.04518 -2.87256
H 1.49089 -1.77008 -1.13947
H -0.47125 -1.95719 0.70779
H -1.06929 -3.55610 0.42736
H 0.67427 -0.67249 -2.20639
H 0.67909 -3.32316 0.30299
C -0.09773 3.54536 0.77839
C 0.10727 2.86768 2.09926
H -0.49694 2.73147 0.15939
H -0.74138 4.39075 0.57852
H 0.86274 3.91119 0.32571
H -0.74031 3.16889 2.74276
H 1.02237 3.13796 2.64242
H 0.15267 1.80252 1.93128

Arrangement 4

Below is a cluster of 2 separate species, C5H14 in total, with properties calculated with the ωB97M-V functional and the def2-TZVPD basis.

The calculation puts the gap between HOMO and LUMO at 11.73 eV. As for the highest occupied orbital energy: -10.59 eV.

Geometry (Å):
C -0.66390 3.75954 0.02929
C 0.22030 2.50365 -0.05318
H -0.35874 4.28316 0.91845
H -0.55277 4.40997 -0.78027
H -1.68375 3.42109 0.19666
H 1.12708 2.62977 -0.63155
H -0.29915 1.50814 -0.55955
H 0.67701 2.13127 0.87482
C 0.53340 -2.24625 0.39196
C 0.21129 -3.47508 -0.46324
C -0.28868 -1.05923 0.16277
H 0.47900 -2.56670 1.56683
H 1.68625 -1.85971 0.05238
H 0.71247 -3.62058 -1.37062
H -0.82896 -3.53932 -0.77423
H 0.29617 -0.17975 0.53565
H -0.60647 -0.78939 -0.99231
H 0.45923 -4.40602 0.10187
H -1.11978 -0.90457 0.79428

Which one sits at the bottom of the stability order? arrangement 4 does.